Entry 1:
Below is a molecular structure, C17H31CuN4P2Se, with properties calculated with ωB97M-V with the def2-TZVPD basis set.

Element x y z (Å)
Cu -0.416 -0.503 0.251
C -2.636 -0.846 -1.636
C -3.337 -1.148 -0.310
N -2.497 -0.776 0.855
C -2.395 -1.827 1.888
C -1.587 -3.012 1.374
N -0.327 -2.564 0.737
C -0.045 -3.198 -0.576
C -1.047 -2.746 -1.633
N -1.247 -1.292 -1.587
H -2.631 0.228 -1.823
H -3.201 -1.314 -2.448
H -3.565 -2.212 -0.249
H -4.296 -0.629 -0.277
H -2.886 0.053 1.287
H -3.379 -2.177 2.217
H -1.892 -1.389 2.753
H -2.165 -3.577 0.644
H -1.388 -3.692 2.203
H 0.446 -2.774 1.357
H -0.044 -4.289 -0.499
H 0.946 -2.869 -0.887
H -2.009 -3.246 -1.497
H -0.669 -3.055 -2.608
H -0.666 -0.867 -2.308
C 3.256 -1.289 0.122
P 1.874 -0.193 0.565
C 2.127 -0.075 2.372
C 2.244 1.473 -0.039
C 3.518 1.872 -0.423
C 3.745 3.182 -0.812
C 2.709 4.107 -0.804
C 1.435 3.718 -0.425
C 1.192 2.401 -0.053
P -0.467 1.806 0.358
C -0.855 2.466 2.018
C -1.683 2.663 -0.672
H 4.154 -0.988 0.663
H 3.429 -1.251 -0.949
H 3.013 -2.311 0.418
H 3.121 0.313 2.597
H 2.030 -1.066 2.820
H 1.384 0.580 2.822
H 4.331 1.158 -0.442
H 4.735 3.483 -1.129
H 2.892 5.127 -1.113
H 0.626 4.436 -0.453
H -0.808 3.556 2.017
H -0.145 2.095 2.755
H -1.861 2.166 2.314
H -1.601 3.744 -0.551
H -2.681 2.357 -0.352
H -1.507 2.422 -1.720
Se 1.719 -0.778 -2.982
C 0.801 0.776 -3.052
N 0.205 1.772 -3.100

As for the lowest unoccupied orbital energy (spin up / spin down): -2.50 / -4.22 eV. Its spin multiplicity is 2. As for the relative energy (zero: lowest compared OMol25 entry of this formula, charge and spin): 0.0 kcal per mole. For the energy, the calculation gives -152651.6268 eV. The expectation value of S² is 0.7551. Its charge is +1.

Entry 2:
Below is 5 unconnected molecules or ions with the total composition C18H24F10O15S2, with properties calculated with ωB97M-V with the def2-TZVPD basis set.

Element x y z (Å)
O -4.115 0.924 -3.046
S -2.630 0.395 -2.963
O -2.597 -0.974 -3.982
F -1.897 -1.961 -3.464
O -1.695 1.696 -3.609
C -1.848 2.810 -2.619
C -0.466 3.659 -2.371
C 0.590 2.971 -1.322
C 0.331 1.375 -1.027
C 1.651 0.649 -0.301
F 1.141 0.337 1.092
F 2.773 1.610 -0.056
C 2.072 -0.780 -0.934
F 0.849 -1.665 -0.868
F 3.048 -1.423 0.022
S 2.783 -0.831 -2.635
F 2.821 0.856 -2.869
F 4.391 -0.693 -1.961
F 2.982 -2.558 -2.440
F 1.266 -1.040 -3.417
F 3.534 -1.005 -4.166
H -2.365 2.450 -1.620
H -2.622 3.562 -3.128
H 0.120 3.937 -3.359
H -0.791 4.698 -1.882
H 1.680 3.203 -1.748
H 0.521 3.583 -0.306
H -0.639 1.318 -0.336
H 0.100 0.730 -1.976
C 1.484 -4.677 -0.007
C 2.337 -5.546 0.859
O 1.413 -6.100 1.776
C 0.186 -6.055 1.179
O -0.813 -6.602 1.616
O 0.223 -5.320 0.029
H 1.858 -4.616 -1.032
H 1.375 -3.664 0.394
H 2.810 -6.360 0.299
H 3.111 -4.979 1.383
C -5.337 -3.123 -2.865
C -5.992 -3.840 -1.729
O -5.284 -3.372 -0.597
C -4.748 -2.164 -0.937
O -4.216 -1.400 -0.147
O -4.884 -1.921 -2.273
H -6.033 -2.915 -3.683
H -4.475 -3.669 -3.262
H -7.049 -3.574 -1.621
H -5.907 -4.927 -1.819
C 2.613 5.701 2.305
C 2.032 7.077 2.355
O 1.259 7.147 1.171
C 0.950 5.864 0.823
O 0.154 5.560 -0.050
O 1.646 4.966 1.580
H 2.758 5.274 3.301
H 3.563 5.668 1.762
H 1.372 7.222 3.217
H 2.801 7.854 2.362
C 1.037 -0.567 4.118
C 0.381 -1.284 5.254
O 1.090 -0.816 6.386
C 1.626 0.393 6.047
O 2.157 1.156 6.836
O 1.490 0.636 4.710
H 0.341 -0.359 3.301
H 1.899 -1.112 3.721
H -0.675 -1.017 5.363
H 0.466 -2.370 5.165

As for the lowest unoccupied orbital energy: -2.78 eV. Its spin multiplicity is 1. For the energy, the calculation gives -98600.0541 eV. Its charge is 0.

Entry 3:
Below is 2 unconnected molecules or ions with the total composition CH2FNO3, with properties calculated with ωB97M-V with the def2-TZVPD basis set.

Element x y z (Å)
C -0.467 -0.052 0.758
N -0.954 -1.010 -0.153
O -0.962 -2.102 0.358
O -1.403 -0.672 -1.218
O 1.906 -0.797 0.150
F 1.611 -2.069 -0.224
H -0.045 -0.443 1.648
H -0.636 1.083 0.438

As for the lowest unoccupied orbital energy (spin up / spin down): -3.70 / -3.70 eV. Its spin multiplicity is 1. As for the relative energy (zero: lowest compared OMol25 entry of this formula, charge and spin): 106.4 kcal per mole. For the energy, the calculation gives -11408.3230 eV. Its charge is 0.

Entry 4:
Below is a gas-phase ion, C4H7N3 (charge +2), with properties calculated with ωB97M-V with the def2-TZVPD basis set.

Element x y z (Å)
C 1.154 -0.299 -1.133
C 0.547 0.166 0.045
N 1.051 1.288 0.824
N 0.210 1.626 1.775
C -0.745 0.857 1.558
N -0.714 -0.081 0.625
C -1.709 -0.930 0.094
H 0.696 -1.151 -1.651
H 2.204 -0.786 -0.937
H 1.619 0.623 -1.656
H 1.837 1.911 0.635
H -2.282 -0.319 -0.675
H -2.634 -1.065 0.697
H -1.234 -1.841 -0.202

As for the lowest unoccupied orbital energy (spin up / spin down): -14.94 / -12.47 eV. Its spin multiplicity is 1. As for the relative energy (zero: lowest compared OMol25 entry of this formula, charge and spin): 118.7 kcal per mole. For the energy, the calculation gives -8705.6294 eV. Its structure (SMILES) is Cc1[nH][n+]#c[n+]1C. Its charge is +2.

Entry 5:
Below is 2 unconnected molecules or ions with the total composition C24H46ClFINO7, with properties calculated with ωB97M-V with the def2-TZVPD basis set.

Element x y z (Å)
C 2.757 0.979 1.776
C 2.504 2.453 1.945
O 1.150 2.808 1.840
C 0.701 2.740 0.494
C -0.695 3.306 0.482
O -1.038 3.910 -0.740
C -1.213 3.101 -1.884
C -1.994 1.810 -1.637
O -1.333 0.691 -1.054
C -2.291 -0.107 -0.348
C -3.227 -0.782 -1.367
C -2.566 -1.363 -2.623
C -1.380 -2.265 -2.412
F -1.742 -3.445 -1.781
C -1.580 -1.065 0.616
Cl -1.119 -0.134 2.105
C -2.429 -2.223 1.092
C -1.631 -3.248 1.917
C -2.168 3.989 -2.736
C -2.152 3.624 -4.192
O -2.533 2.594 -4.697
I -1.342 5.183 -5.502
N 0.062 2.970 -2.560
C 0.425 1.793 -3.329
C 1.290 0.742 -2.600
C 2.607 0.482 -3.356
C 3.384 -0.734 -2.855
O 3.218 -1.873 -3.674
C 1.987 -2.551 -3.490
H 2.061 0.380 2.353
H 3.778 0.723 2.030
H 2.624 0.696 0.732
H 2.812 2.768 2.939
H 3.110 3.013 1.226
H 0.731 1.700 0.178
H 1.363 3.375 -0.097
H -0.683 4.101 1.223
H -1.430 2.587 0.840
H -2.395 1.504 -2.602
H -2.852 2.090 -1.022
H -2.908 0.542 0.276
H -3.852 -1.541 -0.914
H -3.913 -0.013 -1.716
H -3.333 -1.935 -3.144
H -2.261 -0.583 -3.317
H -0.933 -2.504 -3.375
H -0.613 -1.758 -1.831
H -0.625 -1.420 0.248
H -2.875 -2.750 0.259
H -3.260 -1.840 1.680
H -1.842 -4.246 1.545
H -1.926 -3.240 2.960
H -0.567 -3.069 1.823
H -3.190 3.836 -2.388
H -1.909 5.028 -2.599
H 0.824 3.358 -2.036
H -0.439 1.320 -3.780
H 1.026 2.141 -4.169
H 1.558 1.095 -1.610
H 0.765 -0.207 -2.536
H 2.416 0.357 -4.418
H 3.225 1.368 -3.212
H 4.448 -0.517 -2.892
H 3.141 -0.963 -1.813
H 2.163 -3.599 -3.706
H 1.226 -2.161 -4.165
H 1.659 -2.460 -2.455
C 1.549 -1.111 7.009
C 0.485 -1.113 5.931
O 1.028 -1.406 4.642
C 1.201 -2.671 4.197
C 1.081 -3.817 5.176
O 1.503 -2.857 3.053
H 2.006 -2.094 7.125
H 1.118 -0.819 7.967
H 2.341 -0.408 6.753
H -0.339 -1.787 6.164
H 0.058 -0.116 5.831
H 2.071 -4.038 5.574
H 0.723 -4.687 4.632
H 0.398 -3.633 6.001

As for the lowest unoccupied orbital energy: 0.50 eV. Its spin multiplicity is 1. For the energy, the calculation gives -64795.5136 eV. Its structure (SMILES) is CCOCCO[C@@](CO[C@@H](CCCF)[C@@H](Cl)CC)(CC(=O)I)NCCCCOC.CCOC(C)=O. Its charge is 0.

Entry 6:
Below is 7 unconnected molecules or ions with the total composition C42H98N7O3, with properties calculated with ωB97M-V with the def2-TZVPD basis set.

Element x y z (Å)
N -1.527 -1.536 -2.718
H -1.951 -2.224 -3.324
H -0.845 -1.743 -2.002
H -2.289 -0.988 -2.346
H -0.955 -0.991 -3.347
N -0.802 -0.754 0.451
O -1.139 -1.237 1.516
O -0.899 0.460 0.303
O -0.217 -1.449 -0.439
C -1.478 7.612 -5.829
C 0.010 7.357 -5.878
C 0.332 6.118 -5.132
C 0.359 6.381 -3.588
N 0.787 5.131 -2.793
C 0.893 5.373 -1.235
C 0.158 4.227 -0.637
C -0.172 3.133 -1.696
C -0.303 4.020 -2.867
C 2.249 4.618 -3.192
H -1.710 7.850 -4.791
H -2.127 6.824 -6.212
H -1.642 8.497 -6.444
H 0.608 8.198 -5.527
H 0.302 7.266 -6.924
H 1.386 6.050 -5.400
H -0.133 5.205 -5.504
H -0.543 6.570 -3.007
H 1.076 7.150 -3.298
H 1.867 5.679 -0.853
H 0.348 6.265 -0.926
H 0.803 3.796 0.129
H -0.820 4.495 -0.237
H 0.554 2.363 -1.957
H -1.064 2.546 -1.477
H -0.223 3.550 -3.847
H -1.200 4.623 -2.724
H 2.054 4.008 -4.074
H 2.644 3.919 -2.455
H 2.856 5.508 -3.356
C 4.200 3.047 -7.501
C 3.300 2.174 -6.564
C 3.958 1.076 -5.543
C 2.862 0.515 -4.581
N 3.327 -0.363 -3.321
C 4.618 0.072 -2.629
C 4.494 -0.349 -1.192
C 3.052 -0.065 -0.903
C 2.328 -0.511 -2.192
C 3.592 -1.739 -3.909
H 4.829 2.426 -8.140
H 5.006 3.548 -6.965
H 3.536 3.665 -8.105
H 2.843 1.539 -7.322
H 2.629 2.818 -5.996
H 4.736 1.671 -5.065
H 4.345 0.300 -6.204
H 1.995 0.169 -5.143
H 2.580 1.404 -4.017
H 5.595 -0.249 -2.989
H 4.509 1.150 -2.752
H 4.865 -1.372 -1.125
H 5.251 0.235 -0.668
H 2.711 -0.542 0.016
H 2.788 0.978 -0.730
H 1.914 -1.518 -2.239
H 1.465 0.097 -2.460
H 2.644 -1.993 -4.384
H 3.736 -2.470 -3.114
H 4.461 -1.674 -4.564
C 3.101 -4.397 -0.315
C 1.639 -4.411 0.007
C 1.352 -5.517 1.042
N -0.042 -5.602 1.625
C -0.822 -4.292 1.619
C 0.057 -6.178 3.088
C -1.221 -6.970 3.338
C -1.826 -7.391 1.958
C -0.898 -6.788 0.902
H 3.587 -4.066 0.603
H 3.559 -3.823 -1.121
H 3.419 -5.437 -0.386
H 1.293 -4.813 -0.945
H 1.202 -3.425 0.161
H 1.958 -5.234 1.902
H 1.725 -6.527 0.873
H -0.129 -3.488 1.869
H -1.705 -4.170 2.246
H -1.156 -4.083 0.603
H 0.105 -5.328 3.768
H 0.865 -6.904 3.175
H -2.041 -6.357 3.712
H -1.011 -7.795 4.019
H -2.784 -6.950 1.684
H -2.020 -8.426 1.677
H -1.432 -6.427 0.023
H -0.151 -7.503 0.558
C -0.116 -3.474 6.486
C 0.880 -2.594 5.656
C 0.499 -1.087 5.514
N 1.597 -0.204 4.822
C 2.859 -0.318 5.666
C 1.838 -0.642 3.283
C 2.180 0.665 2.612
C 1.748 1.806 3.550
C 1.109 1.268 4.801
H 0.348 -4.376 6.885
H -0.793 -3.910 5.751
H -0.799 -2.899 7.111
H 1.075 -3.229 4.792
H 1.884 -2.619 6.081
H 0.348 -0.688 6.517
H -0.497 -1.094 5.072
H 2.567 -0.226 6.712
H 3.402 0.606 5.470
H 3.478 -1.215 5.654
H 2.712 -1.274 3.126
H 0.927 -1.161 2.984
H 3.269 0.690 2.657
H 1.947 0.726 1.549
H 2.592 2.443 3.816
H 1.113 2.485 2.980
H 1.361 1.933 5.627
H 0.058 1.262 4.514
C -3.228 -2.042 4.212
C -4.331 -1.793 3.115
C -4.553 -0.221 3.210
N -5.564 0.403 2.215
C -4.937 0.570 0.816
C -6.089 1.811 2.782
C -7.368 2.030 1.889
C -7.973 0.641 1.629
C -6.870 -0.349 2.054
H -3.603 -1.633 5.150
H -2.303 -1.526 3.957
H -2.932 -3.091 4.213
H -5.222 -2.353 3.397
H -4.123 -2.141 2.103
H -3.656 0.376 3.051
H -4.850 0.146 4.192
H -5.597 0.940 0.031
H -4.474 -0.395 0.611
H -4.199 1.370 0.881
H -5.286 2.532 2.629
H -6.444 1.885 3.810
H -7.158 2.594 0.980
H -7.932 2.749 2.483
H -8.150 0.459 0.569
H -8.934 0.546 2.135
H -6.713 -1.224 1.423
H -7.140 -0.761 3.027

As for the lowest unoccupied orbital energy: -10.97 eV. Its spin multiplicity is 1. For the energy, the calculation gives -61660.6873 eV. Its charge is +5.